C6H4F5N | ωB97M-V/def2-TZVPD

Geometry as XYZ:
```
16
Properties=species:S:1:pos:R:3:forces:R:3:lowdin_charge:R:1
F 3.596 0.503 1.763 0.12 0.10 0.01 0.01
C 2.491 0.050 1.154 -0.11 -0.19 -0.40 -0.13
C 2.518 -0.323 -0.129 0.79 0.80 0.85 -0.16
N 1.510 -0.967 -0.773 -0.74 -1.01 -0.56 0.06
C 0.287 -0.638 -0.792 0.03 -0.16 -0.10 -0.13
C -0.268 0.618 -0.312 -0.55 0.47 0.27 0.02
C -1.563 0.835 -0.088 0.50 0.09 0.02 -0.16
F -2.014 2.032 0.310 0.09 -0.21 -0.09 0.10
C -2.660 -0.203 -0.188 -0.35 -0.42 -0.16 -0.58
F -2.439 -1.236 0.641 0.17 0.04 0.11 0.16
F -3.855 0.297 0.108 0.03 0.23 0.07 0.17
F -2.743 -0.728 -1.425 0.13 0.15 -0.06 0.14
H 1.655 -0.061 1.831 -0.05 -0.02 -0.02 0.12
H 3.448 -0.272 -0.682 0.10 0.10 0.07 0.12
H -0.386 -1.340 -1.269 -0.11 -0.06 -0.06 0.12
H 0.425 1.434 -0.149 -0.03 0.09 0.06 0.13
```
Forces are in eV/Å.

As for the HOMO energy: -9.04 eV. The molecular weight comes out at 185.09 g/mol. The value obtained for the LUMO energy is -0.295 eV. Its gap between HOMO and LUMO is 8.75 eV. The value obtained for the electronic energy is -21362.516 eV. The energy above the lowest of the compared OMol25 structures with the same formula, charge and spin comes out at 12.2 kcal per mole.